1.
The following is a DFT calculation (ωB97M-V/def2-TZVPD) of C47H56BClN5O2P2W as an isolated structure.

```
115
Properties=species:S:1:pos:R:3:forces:R:3:lowdin_charge:R:1
W 0.169988 -0.102705 -0.541482 0.016 0.904 -0.374 1.183
C -1.229963 2.013830 5.132540 -0.016 -0.011 0.026 -0.050
C -1.686921 0.711458 5.262347 -0.004 0.012 0.002 -0.040
C -1.412525 -0.233444 4.282525 -0.095 0.050 -0.114 -0.055
C -0.688467 0.125858 3.147627 0.017 -0.016 0.053 -0.312
C -0.213817 1.430283 3.041619 0.056 -0.032 0.006 -0.109
C -0.479240 2.371442 4.021623 0.010 0.029 -0.017 -0.064
P -0.157734 -1.096082 1.892630 -0.158 0.203 0.216 1.059
C -1.229065 -2.518563 2.257742 0.066 -0.019 -0.054 -0.358
C -0.741327 -3.768004 2.638378 0.006 0.042 0.048 -0.116
C -1.616762 -4.809918 2.910656 0.011 -0.016 -0.002 -0.051
C -2.985978 -4.616160 2.803490 -0.024 -0.004 0.003 -0.042
C -3.482341 -3.372551 2.434663 -0.010 -0.005 0.004 -0.035
C -2.610169 -2.330126 2.170776 0.022 0.022 -0.027 -0.094
C 1.540391 -1.418816 2.442510 0.066 -0.080 -0.100 -0.299
C 1.956507 -2.058712 3.583681 -0.055 0.077 -0.030 -0.048
C 3.322590 -2.055990 3.929077 0.059 0.012 -0.002 -0.031
C 4.235725 -1.378428 3.165950 -0.015 -0.029 0.042 0.006
C 3.828946 -0.670230 2.011193 -0.069 -0.018 -0.021 -0.152
C 4.725711 0.100331 1.227105 0.007 0.052 -0.054 0.000
C 4.281562 0.794251 0.136050 0.101 -0.050 -0.059 -0.064
C 2.920104 0.733799 -0.242891 -0.065 -0.035 0.129 -0.132
C 2.005907 -0.013722 0.480169 -0.045 -0.073 0.065 -0.320
C 2.468193 -0.713279 1.636301 0.031 -0.036 0.065 -0.218
H -1.440332 2.741873 5.904042 -0.006 0.002 0.001 0.119
H -2.256096 0.423018 6.135587 0.004 -0.006 0.008 0.121
H -1.776615 -1.242648 4.410887 0.005 -0.038 -0.003 0.110
H 0.434976 1.679560 2.212891 0.081 -0.016 0.114 0.065
H -0.086238 3.376633 3.936400 0.013 -0.001 0.003 0.108
H 0.322447 -3.940557 2.725658 0.025 -0.001 0.005 0.095
H -1.226658 -5.771291 3.217061 0.004 -0.003 0.004 0.119
H -3.666223 -5.427817 3.023515 -0.004 -0.006 -0.004 0.120
H -4.549398 -3.207948 2.364108 -0.006 0.003 0.004 0.121
H -3.019922 -1.356347 1.930947 -0.005 0.007 0.022 0.105
H 1.247829 -2.542456 4.243362 -0.016 -0.012 0.001 0.117
H 3.642782 -2.577063 4.820942 0.007 0.000 0.005 0.122
H 5.279999 -1.363531 3.451493 0.007 0.001 0.008 0.129
H 5.767588 0.148907 1.517564 0.009 0.001 -0.004 0.128
H 4.972374 1.394670 -0.441229 0.006 -0.002 -0.004 0.114
H 2.605178 1.308253 -1.115262 0.005 -0.030 -0.019 0.081
N -0.663105 5.809111 -1.425464 -0.002 0.009 -0.038 0.209
C -0.537405 4.704761 -0.403625 -0.020 -0.063 0.049 -0.110
C -0.231222 3.365907 -1.078666 -0.105 0.074 -0.037 -0.227
N -0.159285 2.280270 -0.098053 -0.164 -0.512 0.090 -0.022
H -0.821187 6.713752 -0.971603 -0.007 0.000 -0.004 0.185
H -1.448482 5.648263 -2.062538 0.004 0.002 -0.004 0.183
H 0.182076 5.900269 -1.996206 0.000 0.011 0.007 0.181
H -1.482296 4.674022 0.137983 0.012 -0.007 0.005 0.146
H 0.252240 5.005736 0.283985 -0.001 -0.010 -0.007 0.144
H 0.714972 3.425293 -1.620534 0.006 0.029 0.033 0.124
H -1.010344 3.124335 -1.804363 0.025 -0.001 0.002 0.128
H -1.065331 2.164849 0.363562 0.029 0.125 0.106 0.081
H 0.522476 2.495732 0.621626 0.065 0.072 -0.029 0.077
C 2.187243 -5.026855 -1.626356 0.039 -0.001 -0.005 -0.092
N 2.176271 -4.006460 -2.774822 -0.003 -0.012 -0.009 -0.053
C 1.033803 -4.380063 -3.747798 0.028 -0.010 -0.050 -0.077
N -0.199258 -4.477639 -3.055855 -0.051 -0.011 -0.029 -0.128
C -0.117158 -5.455598 -1.977069 -0.010 -0.036 0.019 -0.128
N 0.912907 -5.086011 -1.006925 -0.012 -0.006 0.017 -0.127
C 0.557311 -3.878205 -0.263510 0.009 -0.002 0.000 -0.265
P 0.378538 -2.417084 -1.381090 0.220 -0.243 0.065 0.983
C 2.001387 -2.613419 -2.258433 -0.048 0.064 -0.068 -0.203
C -0.742153 -3.189629 -2.628618 0.012 0.029 0.011 -0.245
H 2.964257 -4.712293 -0.929505 -0.008 -0.014 -0.006 0.151
H 2.449338 -5.987212 -2.070807 -0.007 0.012 0.002 0.154
H 3.063719 -4.061971 -3.278546 -0.006 -0.011 -0.006 0.190
H 1.314984 -5.341344 -4.178857 0.003 0.018 -0.002 0.154
H 1.011148 -3.607379 -4.518098 -0.001 -0.004 0.012 0.140
H 0.125354 -6.432435 -2.397730 -0.002 0.009 0.008 0.149
H -1.080071 -5.520864 -1.473598 0.008 -0.010 -0.003 0.147
H 1.310890 -3.665003 0.499123 -0.007 -0.011 -0.004 0.101
H -0.390735 -4.047840 0.243187 -0.006 0.011 0.010 0.088
H 2.816914 -2.380531 -1.569684 -0.011 -0.029 0.005 0.113
H 2.049891 -1.931260 -3.108267 -0.002 -0.005 0.038 0.075
H -0.868113 -2.534850 -3.486994 0.014 -0.039 0.047 0.048
H -1.721561 -3.323691 -2.167744 -0.005 0.001 -0.012 0.110
Cl -2.252172 -0.528427 -4.333129 0.037 0.021 -0.015 0.759
C -0.560523 -0.547077 -4.759927 0.021 0.008 0.027 -0.618
C -0.197022 -1.140654 -5.961854 -0.019 -0.010 -0.009 -0.095
C 1.133800 -1.154637 -6.348597 -0.013 -0.014 -0.023 -0.071
C 2.089281 -0.558295 -5.534707 0.020 0.002 0.013 -0.076
C 1.709649 0.021030 -4.334461 -0.045 -0.003 0.008 -0.087
C 0.378730 0.025764 -3.898577 -0.063 -0.100 -0.131 -0.349
C 0.005343 0.661987 -2.605957 0.204 0.124 0.119 -0.288
H -0.963305 -1.564955 -6.596605 -0.005 -0.002 -0.009 0.118
H 1.414327 -1.594649 -7.295815 -0.001 -0.003 -0.006 0.118
H 3.124906 -0.524763 -5.847315 0.004 0.000 0.000 0.116
H 2.462747 0.493990 -3.711229 0.003 0.017 0.004 0.114
H -1.045666 0.980806 -2.639356 0.034 0.047 0.018 0.029
H 0.611676 1.576370 -2.520172 -0.053 -0.122 -0.061 0.032
C -7.811470 2.019599 1.348706 0.002 0.001 -0.019 -0.065
C -7.896037 0.721760 0.544902 -0.011 0.010 0.004 -0.561
C -8.642948 1.004721 -0.767033 -0.011 -0.009 0.009 -0.036
C -8.681824 -0.304526 1.372051 0.003 0.009 0.022 -0.038
C -6.513322 0.165846 0.207239 -0.006 0.003 -0.021 -0.148
C -6.413553 -1.067956 -0.453360 -0.022 0.012 -0.017 -0.006
C -5.203203 -1.643413 -0.814817 0.076 0.019 0.020 0.035
C -4.066851 -0.931781 -0.493844 -0.115 0.128 0.061 -0.213
O -2.732069 -1.253848 -0.704270 -0.138 -0.018 -0.021 0.083
B -2.011951 -0.195256 -0.167676 0.009 -0.429 -0.175 -0.735
O -2.855168 0.773398 0.351620 0.086 0.189 0.096 0.109
C -4.147369 0.287235 0.147204 -0.091 -0.153 -0.070 -0.184
C -5.344218 0.864026 0.513587 0.071 -0.037 0.017 0.075
H -8.816412 2.340816 1.620694 -0.006 0.007 -0.012 0.094
H -7.357803 2.827736 0.770744 0.015 0.005 -0.002 0.085
H -7.248263 1.888708 2.274924 -0.007 -0.006 0.017 0.089
H -9.607572 1.466509 -0.554063 -0.013 -0.009 0.002 0.094
H -8.829920 0.089449 -1.328965 0.008 -0.011 -0.014 0.084
H -8.073301 1.683969 -1.403737 -0.003 0.016 0.001 0.091
H -9.681608 0.077937 1.579218 -0.005 0.005 0.006 0.095
H -8.189668 -0.497142 2.327043 0.008 -0.008 0.004 0.093
H -8.797228 -1.253805 0.850017 -0.007 -0.005 -0.005 0.078
H -7.321122 -1.601426 -0.700141 -0.003 -0.003 0.000 0.118
H -5.159397 -2.598609 -1.319680 0.005 -0.005 -0.008 0.128
H -5.362515 1.814124 1.026086 -0.004 0.016 0.010 0.118
```
Positions in Å, forces in eV/Å.

Its total charge is +3. The value obtained for the lowest unoccupied orbital energy (spin up / spin down) is -0.267 / -0.290 Eh. The calculated total energy comes out at -94774.214 eV. For the molar mass, the calculation gives 1015.051 u. As for the multiplicity: 3. Its energy above the lowest of the compared OMol25 structures with the same formula, charge and spin is 3.0 kJ/mol. The HOMO energy (spin up / spin down) comes out at -0.526 / -0.529 Eh. For the HOMO-LUMO gap (spin up / spin down), the calculation gives 7.0 / 6.5 eV.

---

2.
The following is a DFT calculation (ωB97M-V/def2-TZVPD) of a single C3H4N2S3 molecule in a non-equilibrium geometry.

```
12
Properties=species:S:1:pos:R:3:forces:R:3:nbo_charge:R:1
C 0.069918 0.386636 -0.182825 3.189 0.081 1.123 0.224
C 2.132521 -0.548070 0.300903 1.652 2.000 -0.271 -0.103
C -2.315077 -0.898380 -0.016882 -3.004 0.579 -0.968 -0.755
N 0.833744 -0.571340 0.065474 -2.451 1.473 -0.777 -0.492
N 1.426331 2.184636 0.158542 -2.992 0.150 -1.461 -0.899
S 3.202763 -1.684254 0.572353 0.482 -0.788 0.286 0.057
S 2.778709 1.308070 0.142667 0.351 -1.505 -0.111 0.433
S -1.515829 0.713181 -0.386712 -1.171 -0.531 0.356 0.441
H -3.365236 -0.730440 -0.506079 1.941 -0.553 0.469 0.236
H -2.609673 -1.177142 0.988858 0.628 0.796 0.621 0.242
H -1.835196 -1.770564 -0.415157 0.456 -0.027 -0.706 0.246
H 1.197021 2.787668 -0.721137 0.920 -1.672 1.439 0.369
```
Positions in Å, forces in eV/Å.

Its total charge is 0. The value obtained for the lowest unoccupied orbital energy is -0.037 Eh. The calculated total energy comes out at -38657.647 eV. For the molar mass, the calculation gives 164.280 u. Its energy above the lowest of the compared OMol25 structures with the same formula, charge and spin is 345.1 kJ/mol. The HOMO energy comes out at -0.284 Eh. For the HOMO-LUMO gap, the calculation gives 6.7 eV.

---

3.
The following is a DFT calculation (ωB97M-V/def2-TZVPD) of a 3-piece molecular cluster, C4H15N2O3S overall in a non-equilibrium geometry.

```
25
Properties=species:S:1:pos:R:3:forces:R:3:nbo_charge:R:1
C -0.007447 -0.771894 -0.430856 0.582 0.467 1.652 -0.215
N 0.221839 -1.513120 0.850037 0.526 0.346 -0.204 -0.661
C 0.484566 -0.835258 2.100555 -0.833 0.764 -0.100 0.080
O 1.816565 -0.423565 2.307974 0.416 -0.618 0.435 -0.729
C -0.298006 0.790161 -0.300274 -2.003 -2.107 -1.370 -0.184
C 0.867554 1.620518 -0.085182 2.068 -0.081 0.210 -0.264
S 2.170054 1.730771 -1.235265 0.292 0.044 -1.456 -0.049
N -0.932654 0.990792 -1.652569 0.054 0.012 1.289 -0.839
H -0.812052 -1.329967 -0.897114 -0.262 0.733 -0.278 0.205
H 0.830758 -0.844390 -1.131415 0.245 -0.073 0.238 0.188
H 1.001253 -2.139901 0.685442 -0.218 -0.307 0.173 0.373
H 0.209464 -1.448080 2.963650 0.363 -0.412 -0.357 0.184
H -0.190154 0.024481 2.206349 0.024 -0.018 -0.290 0.151
H -1.073354 0.937676 0.483040 0.673 0.055 -0.435 0.214
H 1.991003 0.402720 1.870671 -0.019 0.415 -0.332 0.463
H 1.276836 1.988217 0.829119 -0.860 0.141 1.030 0.189
H 3.141248 0.841551 -0.866120 -0.569 0.197 0.449 0.140
H -1.176219 1.963699 -1.765844 0.305 0.128 -0.551 0.366
H -0.282663 0.636137 -2.351864 -0.235 0.622 -0.076 0.374
H -2.902508 1.078641 0.012100 0.123 0.029 -0.335 0.467
H -2.837440 -0.455726 -0.100154 0.058 0.341 -0.213 0.459
O -3.388559 0.276032 0.191691 -0.580 -0.326 0.469 -0.923
H -2.464209 -2.536578 -1.330233 -0.144 -0.206 -0.093 0.463
H -2.159945 -2.352152 0.141752 0.198 -0.268 0.377 0.466
O -2.233630 -3.030924 -0.535970 -0.201 0.122 -0.233 -0.918
```
Positions in Å, forces in eV/Å.

Its total charge is 0. The value obtained for the lowest unoccupied orbital energy (spin up / spin down) is 0.015 / -0.048 Eh. The calculated total energy comes out at -24346.160 eV. For the molar mass, the calculation gives 171.242 u. As for the multiplicity: 2. Its energy above the lowest of the compared OMol25 structures with the same formula, charge and spin is 16.7 kJ/mol. The HOMO energy (spin up / spin down) comes out at -0.333 / -0.350 Eh. For the HOMO-LUMO gap (spin up / spin down), the calculation gives 9.5 / 8.2 eV.

---

> The lowest molar mass belongs to which entry?

C3H4N2S3